Entry 1:
Entry from OMol25: a cluster of 2 separate species, CHBrS in total (ωB97M-V/def2-TZVPD).

**M**: 124.990 u
**Max |F|**: 6.4 eV Å⁻¹
**Kohn-Sham gap (spin up / spin down)**: 5.1 / 6.1 eV
**Lowest unoccupied orbital energy (spin up / spin down)**: -3.3 / -2.8 eV
**ΔE to the lowest compared entry with this formula, charge and spin**: 56.6 kcal/mol
**HOMO energy (spin up / spin down)**: -8.4498 / -8.9153 eV

```
4
Properties=species:S:1:pos:R:3:lowdin_charge:R:1
Br 1.07324 -1.67577 -1.15145 -0.321
S 0.32965 0.86927 1.51738 0.822
C -0.60697 0.65113 0.26805 -0.389
H -0.79592 0.15538 -0.63398 -0.112
```

***

Entry 2:
Entry from OMol25: an isolated molecule of C4H6O (ωB97M-V/def2-TZVPD).

**M**: 70.091 u
**Max |F|**: 0.7 eV Å⁻¹
**Kohn-Sham gap**: 11.0 eV
**Lowest unoccupied orbital energy**: 1.0 eV
**ΔE to the lowest compared entry with this formula, charge and spin**: 97.0 kcal/mol
**HOMO energy**: -10.0198 eV

```
11
Properties=species:S:1:pos:R:3:lowdin_charge:R:1
O -0.47033 -0.66072 0.54148 -0.176
C 0.35958 -1.62274 -0.08365 -0.102
C 0.19117 1.12291 -1.15772 -0.020
C -0.74158 1.83174 -0.70798 0.022
C 0.02038 0.62338 0.48947 -0.301
H 0.51171 -1.37936 -1.14043 0.073
H 1.07193 0.71213 0.78227 0.122
H -0.55656 1.19444 1.22628 0.119
H -1.57160 2.43499 -0.38918 0.080
H 1.33610 -1.67503 0.41943 0.093
H -0.15080 -2.58174 0.02004 0.090
```

***

Entry 3:
Entry from OMol25: a structure of composition C14H20CuN6O3 (ωB97M-V/def2-TZVPD).

**2S+1**: 2
**M**: 383.899 u
**Max |F|**: 3.5 eV Å⁻¹
**Kohn-Sham gap (spin up / spin down)**: 4.4 / 4.7 eV
**Lowest unoccupied orbital energy (spin up / spin down)**: -10.8 / -10.5 eV
**Total charge**: +2
**HOMO energy (spin up / spin down)**: -15.2179 / -15.2170 eV

```
44
Properties=species:S:1:pos:R:3:lowdin_spin:R:1
Cu -0.42489 0.65670 0.69329 0.049
O -3.29410 1.93103 0.60455 0.520
O 0.95702 -0.83974 0.53502 0.004
O -2.14307 2.02985 0.87397 0.414
N -1.12402 0.51050 -2.04215 0.000
N 0.58765 1.12982 -3.16533 0.000
N -0.79945 0.58911 2.53472 0.005
N 1.82289 -2.76193 -0.12696 0.000
N -0.14521 0.93341 -1.21565 0.004
N -0.67721 0.66170 -3.23098 0.000
C 1.51255 1.49004 -4.33061 0.000
C -1.00997 0.68726 5.10641 0.000
C 0.54662 0.57433 -6.49094 0.000
C 1.66293 -1.02540 -4.94650 0.000
C -0.58520 -2.59547 0.43191 0.000
C -2.03495 1.52934 5.61882 0.000
C -1.71647 0.50385 7.77580 0.000
C -0.85805 0.61353 3.68342 0.003
C 1.61115 0.41576 -5.39996 0.000
C 0.80432 -2.07619 0.32097 0.000
C -0.32324 -0.24062 5.93228 0.000
C 0.91563 1.31279 -1.90440 0.000
C -0.66323 -0.24678 7.24954 0.000
C -2.35494 1.41669 6.91553 0.000
H 0.61033 -0.16166 -7.31151 0.000
H -3.12662 2.08065 7.30590 0.000
H 2.74072 -2.33699 -0.29721 0.000
H 1.86863 -1.62218 -5.82172 0.000
H -1.05317 -2.14937 -0.46652 0.000
H 0.75794 -1.35423 -4.51529 0.000
H -0.76246 -3.67361 0.40637 0.000
H -2.61697 2.13816 4.93052 0.000
H 2.57182 0.54661 -5.89426 0.000
H 2.40514 -1.17938 -4.16249 0.000
H 1.69860 1.77199 -1.39434 0.000
H -0.09718 -0.87413 7.95054 0.000
H 0.39033 -0.85843 5.54359 0.000
H 1.24779 2.45039 -4.76751 0.000
H -1.12546 -2.20833 1.30654 0.000
H 1.68979 -3.76381 -0.22813 0.000
H -1.99469 0.37417 8.81566 0.000
H -0.45410 0.37275 -6.07951 0.000
H 2.44678 1.66668 -3.76306 0.000
H 0.53601 1.58113 -6.98031 0.000
```

***

Entry 4:
Entry from OMol25: a cluster of 13 separate species, C3H31N2O13S in total (ωB97M-V/def2-TZVPD).

**M**: 335.349 u
**Max |F|**: 2.0 eV Å⁻¹
**Kohn-Sham gap**: 6.5 eV
**Lowest unoccupied orbital energy**: 2.4 eV
**Total charge**: -1
**ΔE to the lowest compared entry with this formula, charge and spin**: 0.0 kcal/mol
**HOMO energy**: -4.0832 eV

```
50
Properties=species:S:1:pos:R:3:lowdin_charge:R:1
S 3.58506 -0.05912 1.36779 0.238
O 0.43149 -0.35111 -3.86961 -0.069
O -3.00014 1.84045 -0.24206 -0.058
O 0.40453 3.98200 0.96540 -0.069
O -0.32771 -2.73400 2.57420 -0.082
O 3.28396 -1.10391 -2.86849 -0.065
O 1.60701 -3.06036 -2.01250 -0.095
O -1.83626 -0.18796 2.83243 -0.047
O -3.40449 -0.23271 -2.01465 -0.082
O -2.94597 -2.52194 1.23356 -0.075
O -1.72017 2.44897 2.28271 -0.078
O 0.10751 1.95197 -2.51742 -0.070
O 2.16843 2.65053 -0.74012 -0.081
O -0.36549 0.98523 0.06714 -0.125
N -0.60303 -1.15665 -0.66911 0.126
N 1.58334 -2.03521 0.58714 0.144
C 0.97319 -0.77935 1.04094 -0.389
C 1.85473 -0.03433 1.97951 -0.667
C 0.01673 -0.22579 0.24238 -0.501
H 1.82362 1.76634 -0.55769 0.018
H 3.06974 2.74623 -0.42143 0.050
H 0.94870 -2.66197 0.10005 0.111
H -1.98056 0.11386 3.72968 0.060
H 1.79674 -0.42362 3.00551 0.048
H -0.99250 -2.87322 3.26497 0.051
H -2.15857 1.65257 -0.66684 0.011
H 2.10988 -2.47279 1.33925 0.133
H -1.08243 -1.96909 -0.31537 0.072
H -1.07775 -0.69724 -1.42526 0.051
H -2.87095 -1.69720 1.73711 0.002
H 2.56499 -0.68875 -3.37041 0.027
H 3.34970 -0.52809 -2.08834 0.038
H -3.02806 1.35631 0.58793 0.038
H 2.23978 -1.76372 -0.14848 0.073
H -0.46401 -0.40821 -4.21553 0.047
H -0.27548 1.81902 -1.62842 0.005
H 1.13313 3.84381 1.57876 0.038
H 0.81302 2.57645 -2.29297 0.028
H -0.99358 2.35006 1.64473 0.006
H -2.42843 2.98644 1.92816 0.043
H 0.82468 3.78216 0.11239 0.006
H 0.32412 0.08388 -3.00857 -0.005
H 1.56582 1.01568 2.03468 0.037
H -2.10963 -2.93697 1.49098 -0.002
H 1.03903 -2.32887 -2.29324 0.004
H -3.14339 -0.70955 -1.21834 0.007
H -3.46525 0.68817 -1.68933 0.009
H 2.49262 -2.72914 -2.27106 0.021
H -1.38076 0.49509 2.32326 0.012
H -0.45694 -1.76437 2.49455 0.007
```

***

> Which formula does entry 1 have?

CHBrS